{"formula": "C2H4N4O3", "method": "ωB97M-V/def2-TZVPD", "orbital_gap_ev": 9.4, "e_above_lowest_kcal_mol": 0.0, "multiplicity": 1, "smiles": "O=C1NN[C@H]([N+](=O)[O-])N1", "charge": 0, "energy_ev": -14238.009, "species": ["O", "C", "N", "N", "C", "N", "O", "O", "N", "H", "H", "H", "H"], "xyz": [[-2.343797, -1.716264, -0.268929], [-1.336026, -1.022080, -0.126863], [-1.062952, -0.010473, -0.989743], [0.182795, 0.590472, -0.734114], [0.747735, -0.221819, 0.352676], [2.105033, -0.825905, -0.071608], [2.885079, -0.050397, -0.583921], [2.301899, -1.981488, 0.220490], [-0.275137, -1.208883, 0.708247], [-1.642797, 0.187638, -1.798438], [-0.069612, 1.522257, -0.401081], [0.813634, 0.307790, 1.272531], [-0.364364, -1.664298, 1.597634]], "atomic_forces_ev_per_a": [[0.9, 0.6, 1.1], [-2.6, -1.9, -1.9], [-0.2, -0.3, 0.3], [0.1, 0.5, 0.4], [-2.0, -0.5, 0.3], [0.0, 0.3, 0.3], [-0.4, -0.4, 0.2], [0.0, 0.1, -0.1], [1.0, 0.9, -1.4], [0.6, -0.2, 0.2], [0.8, -0.2, 0.2], [1.6, 1.0, 0.4], [0.1, 0.0, 0.0]], "mulliken_charge": [-0.6611, 0.3548, -0.0921, -0.4194, 0.0054, 0.8316, -0.5281, -0.5188, -0.1080, 0.2267, 0.2997, 0.3761, 0.2332]}